Record 1
Entry from the OMol25 dataset: the molecule C22H27N3O4S (ωB97M-V/def2-TZVPD).

Its LUMO energy is 0.31 eV. The SMILES is COc1ccc(N(CC(=O)NC2CCCCC2)C(=O)CNC(=O)c2cccs2)cc1. The frontier orbital gap comes out at 8.9 eV.

CARTESIAN COORDINATES (ANGSTROEM)
C 2.496 5.899 0.796
O 3.463 4.877 0.845
C 3.043 3.591 0.958
C 1.714 3.190 1.046
C 1.399 1.848 1.154
C 2.403 0.894 1.173
N 2.074 -0.487 1.301
C 1.609 -0.925 2.610
C 0.085 -0.757 2.743
O -0.422 0.004 3.540
N -0.597 -1.529 1.883
C -2.036 -1.448 1.712
C -2.419 -0.198 0.913
C -3.926 -0.144 0.687
C -4.418 -1.409 -0.010
C -4.042 -2.645 0.801
C -2.531 -2.706 1.006
C 2.045 -1.344 0.271
O 1.673 -2.507 0.391
C 2.398 -0.804 -1.115
N 1.313 -1.169 -2.000
C 0.203 -0.380 -2.045
O 0.191 0.766 -1.630
C -0.977 -0.987 -2.674
C -1.281 -2.291 -2.968
C -2.569 -2.437 -3.514
C -3.224 -1.248 -3.624
S -2.292 0.073 -3.058
C 3.735 1.287 1.094
C 4.052 2.624 0.986
H 1.831 5.781 -0.065
H 3.055 6.828 0.694
H 1.902 5.933 1.714
H 0.912 3.909 1.026
H 0.367 1.542 1.213
H 2.101 -0.327 3.377
H 1.868 -1.981 2.728
H -0.080 -2.137 1.261
H -2.481 -1.374 2.712
H -1.896 -0.208 -0.046
H -2.095 0.686 1.464
H -4.173 0.732 0.085
H -4.430 -0.044 1.651
H -5.502 -1.365 -0.137
H -3.968 -1.479 -1.002
H -4.380 -3.547 0.288
H -4.537 -2.606 1.774
H -2.264 -3.587 1.593
H -2.037 -2.782 0.033
H 3.323 -1.262 -1.472
H 2.485 0.282 -1.116
H 1.204 -2.159 -2.159
H -0.623 -3.124 -2.792
H -2.990 -3.382 -3.808
H -4.211 -1.074 -4.004
H 4.515 0.541 1.114
H 5.078 2.949 0.920

=====

Record 2
Entry from the OMol25 dataset: a structure of composition C31H32N8RuS4 in a non-equilibrium geometry (ωB97M-V/def2-TZVPD).

Its charge is +1. Its LUMO energy (alpha / beta) is -3.54 / -3.12 eV. The frontier orbital gap (alpha / beta) comes out at 6.0 / 6.4 eV. As for the multiplicity: 2. Its expectation value of S² is 0.83.

CARTESIAN COORDINATES (ANGSTROEM)
Ru -0.298 0.116 0.056
C 1.446 1.863 -2.079
N 1.787 0.585 -1.450
C 3.036 0.716 -0.680
C 3.080 -0.235 0.516
N 1.944 -0.053 1.422
C 1.964 1.242 2.105
C 1.845 -1.109 2.396
C 2.960 -1.758 2.911
C 2.835 -2.743 3.876
C 1.584 -3.087 4.362
C 0.463 -2.453 3.868
C 0.578 -1.473 2.881
S -0.881 -0.728 2.286
C 1.919 -0.472 -2.433
C 2.662 -0.286 -3.592
C 2.792 -1.298 -4.530
C 2.169 -2.519 -4.321
C 1.446 -2.728 -3.167
C 1.325 -1.720 -2.208
S 0.521 -2.106 -0.713
H 2.258 2.266 -2.696
H 1.223 2.582 -1.289
H 0.569 1.731 -2.712
H 3.134 1.746 -0.331
H 3.907 0.498 -1.315
H 4.037 -0.062 1.029
H 3.050 -1.267 0.155
H 2.901 1.398 2.662
H 1.134 1.278 2.809
H 1.834 2.048 1.379
H 3.946 -1.490 2.565
H 3.722 -3.228 4.256
H 1.487 -3.849 5.118
H -0.519 -2.710 4.230
H 3.160 0.653 -3.775
H 3.383 -1.126 -5.415
H 2.259 -3.308 -5.051
H 0.972 -3.678 -2.976
S -6.328 0.536 -5.054
N -5.816 -0.673 -4.117
C -4.825 -0.236 -3.353
C -4.110 -0.983 -2.366
C -4.406 -2.308 -2.038
C -3.701 -2.910 -1.018
C -2.707 -2.183 -0.365
N -2.392 -0.944 -0.694
C -3.071 -0.327 -1.670
C -2.739 1.056 -1.938
N -1.724 1.603 -1.242
C -1.510 2.903 -1.366
C -2.222 3.724 -2.235
C -3.214 3.169 -3.017
C -3.495 1.812 -2.862
C -4.530 1.141 -3.590
N -5.310 1.668 -4.522
H -5.179 -2.825 -2.586
H -3.911 -3.923 -0.720
H -2.140 -2.623 0.448
H -0.738 3.316 -0.728
H -1.984 4.773 -2.308
H -3.785 3.751 -3.722
C -0.510 6.183 2.349
N -0.922 4.843 1.985
C -0.935 3.699 2.682
S -1.542 2.334 1.876
N -0.496 3.552 3.936
C -0.177 4.559 4.929
H -0.637 6.818 1.476
H 0.542 6.196 2.634
H -1.114 6.594 3.157
H -1.356 4.740 1.079
H -0.655 2.620 4.296
H 0.690 5.144 4.631
H 0.056 4.053 5.862
H -1.021 5.225 5.110

=====

Record 3
Entry from the OMol25 dataset: a cluster of 2 separate species, C7H16O in total in a non-equilibrium geometry (ωB97M-V/def2-TZVPD).

Its LUMO energy is 1.02 eV. The SMILES is CC(C)C.C=COC. The frontier orbital gap comes out at 10.2 eV.

CARTESIAN COORDINATES (ANGSTROEM)
C -1.285 -0.738 1.237
C -1.285 0.014 -0.087
C -2.297 -0.557 -1.064
C -1.477 1.511 0.119
H -1.130 -1.802 1.072
H -0.462 -0.386 1.855
H -2.233 -0.589 1.754
H -0.201 -0.102 -0.456
H -2.283 -0.017 -2.009
H -2.103 -1.611 -1.253
H -3.299 -0.462 -0.643
H -0.683 1.906 0.750
H -1.448 2.046 -0.829
H -2.442 1.699 0.588
C 1.887 -1.985 -0.162
C 1.773 -0.707 -0.487
O 1.906 0.347 0.544
C 2.668 1.474 0.223
H 2.078 -2.731 -0.911
H 1.749 -2.326 0.850
H 1.986 -0.344 -1.486
H 2.213 2.067 -0.581
H 3.665 1.203 -0.151
H 2.702 2.088 1.127

=====

Record 4
Entry from the OMol25 dataset: a structure of composition C4H9MgO4Tl in a non-equilibrium geometry (ωB97M-V/def2-TZVPD).

Its LUMO energy is -0.61 eV. The frontier orbital gap comes out at 6.9 eV.

CARTESIAN COORDINATES (ANGSTROEM)
O -1.544 -1.188 -1.714
Mg -1.411 -2.736 -0.657
O -0.623 -3.095 1.042
C 0.331 -2.226 1.451
O 0.399 -1.009 0.694
C -0.769 -0.145 0.729
C -0.137 1.195 0.398
O 0.320 1.179 -0.950
C 0.945 2.367 -1.377
Tl 0.719 -0.950 -1.700
H 1.338 -2.663 1.298
H 0.153 -1.907 2.501
H -1.137 -0.080 1.769
H -1.766 -0.087 -0.498
H 0.760 1.367 1.023
H -0.915 1.971 0.502
H 1.175 2.257 -2.444
H 0.279 3.236 -1.251
H 1.883 2.513 -0.816

=====

Record 5
Entry from the OMol25 dataset: a cluster of 2 separate species, C6H17NO in total in a non-equilibrium geometry (ωB97M-V/def2-TZVPD).

Its LUMO energy is -0.29 eV. The frontier orbital gap comes out at 6.1 eV.

CARTESIAN COORDINATES (ANGSTROEM)
C 0.027 -0.505 1.937
C -0.877 0.643 1.519
C -0.595 1.918 2.295
N -0.350 -1.774 1.166
H 1.083 -0.400 1.675
H -0.102 -0.735 2.984
H -1.921 0.386 1.633
H -0.731 0.851 0.466
H -0.998 1.808 3.314
H 0.497 2.056 2.390
H -0.996 2.817 1.806
H -1.197 -2.304 1.447
H -0.541 -1.576 0.119
H 0.460 -2.440 1.197
C -0.301 -0.907 -1.744
O -0.690 -1.394 -2.891
C 0.554 0.397 -1.764
C 1.370 0.470 -3.051
H 0.333 -1.610 -1.025
H -1.116 -0.741 -1.027
H 1.221 0.337 -0.819
H 0.015 1.355 -1.611
H 2.117 1.305 -2.910
H 0.804 0.544 -3.954
H 1.935 -0.501 -3.152

=====

Record 6
Entry from the OMol25 dataset: the molecule C9H14I3NO2 (ωB97M-V/def2-TZVPD).

Its LUMO energy is -0.09 eV. The SMILES is C[C@H](I)[C@H](I)[C@]1(CCN)C[C@@H](I)C(=O)O1. The frontier orbital gap comes out at 9.3 eV.

CARTESIAN COORDINATES (ANGSTROEM)
C 3.404 0.960 0.169
C 2.180 0.350 -0.542
I 1.823 1.568 -2.291
C 0.942 0.236 0.358
I 1.654 -0.854 2.112
C -0.353 -0.408 -0.226
C -1.170 0.550 -1.112
C -1.699 1.850 -0.452
N -1.657 1.867 1.024
C -1.315 -1.120 0.768
C -1.009 -2.600 0.603
I -2.720 -3.854 0.588
C -0.274 -2.704 -0.711
O -0.014 -3.686 -1.336
O 0.093 -1.469 -1.122
H 4.039 0.168 0.571
H 4.009 1.557 -0.516
H 3.094 1.616 0.990
H 2.419 -0.640 -0.934
H 0.703 1.219 0.765
H -2.018 -0.045 -1.475
H -0.589 0.807 -1.996
H -2.735 1.990 -0.780
H -1.130 2.698 -0.846
H -1.147 2.674 1.362
H -2.590 1.933 1.414
H -2.343 -0.923 0.446
H -1.244 -0.746 1.789
H -0.353 -2.995 1.377